[1]
The following is a DFT calculation (ωB97M-V with the def2-TZVPD basis set) of a molecular structure, C47H39BrCrF4N8PSb.

Structure (XYZ):
```
102
Properties=species:S:1:pos:R:3:lowdin_charge:R:1
Cr 0.619 -0.239 -2.293 0.706
C 3.540 0.538 -0.492 -0.016
C 3.758 -0.086 -1.828 -0.275
C 5.035 -0.417 -2.277 0.040
C 5.222 -0.844 -3.579 0.016
C 4.140 -0.801 -4.452 -0.055
C 2.911 -0.450 -3.939 -0.445
N 2.701 -0.205 -2.639 -0.044
Sb 1.159 0.090 -5.120 1.713
C 1.186 1.969 -3.982 -0.433
C 1.530 3.191 -4.521 -0.057
C 1.531 4.306 -3.685 0.015
C 1.175 4.137 -2.362 0.041
C 0.836 2.868 -1.889 -0.260
C 0.424 2.687 -0.469 0.004
N 0.852 1.798 -2.694 -0.043
C 0.127 -1.900 -3.290 -0.379
C -0.444 -2.659 -4.287 -0.081
C -0.249 -4.036 -4.182 0.018
C 0.444 -4.543 -3.099 0.040
C 0.924 -3.700 -2.091 -0.301
C 1.540 -4.280 -0.868 -0.010
N 0.771 -2.379 -2.265 0.035
H 3.800 1.596 -0.578 0.118
H 4.192 0.104 0.264 0.095
H 2.494 0.450 -0.185 0.033
H 5.869 -0.324 -1.602 0.140
H 6.194 -1.149 -3.931 0.136
H 4.247 -1.022 -5.503 0.118
H 1.796 3.271 -5.565 0.118
H 1.804 5.279 -4.065 0.137
H 1.138 4.974 -1.681 0.143
H -0.564 3.128 -0.319 0.088
H 1.099 3.211 0.206 0.111
H 0.402 1.627 -0.206 0.035
H -1.010 -2.230 -5.106 0.106
H -0.644 -4.692 -4.944 0.139
H 0.601 -5.606 -3.003 0.141
H 1.172 -5.292 -0.710 0.108
H 1.299 -3.678 0.003 0.051
H 2.627 -4.334 -0.953 0.105
F -3.525 -4.249 4.305 0.181
C -2.617 -3.512 3.702 -0.115
C -1.744 -2.702 4.428 -0.115
F -1.827 -2.632 5.743 0.170
C -0.786 -1.938 3.763 -0.207
F -0.003 -1.169 4.517 0.103
C -0.650 -1.937 2.375 -0.289
P 0.657 -0.942 1.490 1.105
C 0.679 0.590 2.489 -0.381
C -0.486 1.152 3.017 -0.107
C -0.416 2.288 3.802 -0.048
C 0.807 2.904 4.034 -0.043
C 1.961 2.380 3.468 -0.056
C 1.898 1.237 2.695 -0.105
C 2.237 -1.766 1.957 -0.359
C 3.083 -2.163 0.925 -0.180
C 4.296 -2.766 1.207 -0.071
C 4.669 -2.984 2.523 -0.041
C 3.839 -2.565 3.550 -0.036
C 2.630 -1.950 3.280 -0.057
C -1.567 -2.722 1.671 -0.545
Br -1.626 -2.754 -0.221 0.947
C -2.526 -3.495 2.312 -0.254
F -3.372 -4.204 1.576 0.092
H -1.443 0.676 2.858 0.104
H -1.317 2.692 4.239 0.107
H 0.867 3.795 4.640 0.118
H 2.913 2.854 3.650 0.115
H 2.805 0.819 2.288 0.093
H 2.787 -1.996 -0.103 0.064
H 4.948 -3.064 0.399 0.110
H 5.606 -3.468 2.748 0.120
H 4.127 -2.705 4.580 0.122
H 2.028 -1.609 4.103 0.105
C -2.097 0.582 0.135 -0.052
C -2.305 0.712 -1.324 -0.297
N -1.467 0.246 -2.248 0.011
C -2.073 0.478 -3.455 -0.128
C -3.262 1.103 -3.257 0.003
N -3.397 1.253 -1.905 0.025
C -4.532 1.929 -1.296 -0.030
N -4.191 2.553 -0.058 -0.075
N -3.128 3.375 0.065 0.028
N -3.028 3.783 1.256 0.089
C -4.035 3.268 2.010 -0.219
C -4.363 3.399 3.361 0.002
C -5.427 2.657 3.826 -0.053
C -6.173 1.828 2.977 -0.049
C -5.892 1.710 1.632 -0.006
C -4.806 2.436 1.158 -0.166
H -1.214 -0.034 0.293 -0.034
H -2.957 0.094 0.597 0.110
H -1.938 1.546 0.614 0.056
H -1.647 0.159 -4.388 0.065
H -4.012 1.429 -3.949 0.143
H -5.349 1.220 -1.110 0.156
H -4.881 2.687 -2.010 0.158
H -3.814 4.067 4.003 0.119
H -5.710 2.715 4.866 0.117
H -6.999 1.268 3.388 0.118
H -6.485 1.084 0.985 0.110
```

* strongest force on any atom: 0.04795 Eh/bohr
* charge: +3
* <S²>: 3.892
* E_tot: -186426.75790 eV
* multiplicity: 4
* highest occupied orbital energy (alpha / beta): -15.043 / -15.044 eV

---

[2]
The following is a DFT calculation (ωB97M-V with the def2-TZVPD basis set) of a molecular structure, C47H39GeN2O3PTi.

Structure (XYZ):
```
94
Properties=species:S:1:pos:R:3:lowdin_charge:R:1
Ti 0.506 -0.090 0.933 0.779
O 0.595 -2.344 0.231 -0.110
C -0.085 -3.412 0.872 -0.183
C -0.219 -4.572 0.147 -0.029
C -1.036 -5.601 0.597 -0.053
C -1.536 -5.588 1.935 -0.094
C -1.266 -4.560 2.743 -0.035
C -0.631 -3.366 2.183 -0.125
C -0.270 -2.296 3.013 -0.124
N 0.172 -1.034 2.710 -0.141
C 0.601 -0.442 3.996 -0.233
C 1.133 0.912 3.758 -0.166
N 1.759 0.919 2.404 -0.038
C 2.977 1.159 2.205 -0.062
C 3.742 1.110 0.958 -0.136
C 4.978 1.703 0.887 -0.078
C 5.700 1.863 -0.231 -0.102
C 5.153 1.426 -1.452 -0.057
C 3.949 0.753 -1.414 0.000
C 3.218 0.583 -0.218 -0.301
O 2.039 -0.016 -0.261 -0.263
H 0.260 -4.645 -0.843 0.134
H -1.232 -6.367 -0.092 0.083
H -2.133 -6.415 2.292 0.102
H -1.466 -4.532 3.794 0.105
H -0.388 -2.444 4.105 0.120
H 1.433 -1.082 4.425 0.143
H -0.232 -0.465 4.636 0.079
H 1.829 1.363 4.517 0.144
H 0.280 1.519 3.660 0.067
H 3.531 1.552 3.057 0.131
H 5.462 2.112 1.787 0.125
H 6.653 2.356 -0.270 0.100
H 5.736 1.427 -2.376 0.110
H 3.558 0.306 -2.333 0.108
O 2.451 -3.628 -0.018 0.180
C 1.737 -2.803 -0.472 -0.402
C 1.931 -2.281 -1.879 -0.133
C 2.999 -2.857 -2.559 0.014
C 3.275 -2.451 -3.899 -0.035
C 2.431 -1.521 -4.533 -0.048
C 1.239 -1.175 -3.888 -0.078
C 1.024 -1.413 -2.545 -0.300
P -0.332 -0.664 -1.628 1.095
C -1.601 -2.003 -1.797 -0.339
C -2.630 -1.924 -0.859 -0.111
C -3.678 -2.837 -0.870 -0.074
C -3.635 -3.883 -1.749 -0.094
C -2.582 -4.044 -2.631 -0.079
C -1.612 -3.045 -2.773 -0.042
C -0.938 0.549 -2.801 -0.375
C -2.213 0.501 -3.324 -0.078
C -2.746 1.514 -4.123 -0.040
C -1.863 2.555 -4.497 -0.089
C -0.568 2.559 -4.090 -0.091
C -0.115 1.609 -3.194 -0.090
H 3.447 -3.745 -2.138 0.121
H 4.110 -2.808 -4.403 0.079
H 2.655 -1.277 -5.548 0.098
H 0.557 -0.504 -4.458 0.121
H -2.673 -1.012 -0.200 0.086
H -4.498 -2.627 -0.191 0.112
H -4.477 -4.574 -1.801 0.110
H -2.618 -4.864 -3.288 0.089
H -0.784 -3.230 -3.429 0.098
H -2.858 -0.261 -2.981 0.083
H -3.731 1.496 -4.583 0.105
H -2.276 3.286 -5.152 0.094
H 0.101 3.282 -4.501 0.105
H 0.909 1.648 -2.826 0.115
Ge -1.664 1.730 1.159 0.877
C -2.195 2.170 2.999 -0.407
C -1.857 3.340 3.587 -0.138
C -1.743 3.498 4.987 -0.075
C -2.009 2.402 5.810 -0.101
C -2.392 1.174 5.218 -0.117
C -2.482 1.074 3.841 -0.163
C -1.122 3.505 0.389 -0.387
C 0.102 4.091 0.596 -0.144
C 0.470 5.252 -0.043 -0.101
C -0.303 5.700 -1.073 -0.104
C -1.472 5.013 -1.436 -0.097
C -1.904 3.935 -0.670 -0.153
H -3.092 1.410 0.501 -0.051
H -1.562 4.149 2.932 0.087
H -1.550 4.429 5.447 0.082
H -2.113 2.447 6.893 0.094
H -2.604 0.275 5.909 0.126
H -2.724 0.114 3.391 0.092
H 0.756 3.680 1.290 0.070
H 1.371 5.745 0.267 0.099
H -0.095 6.653 -1.558 0.100
H -2.115 5.344 -2.251 0.098
H -2.912 3.508 -0.914 0.101
```

* strongest force on any atom: 0.05934 Eh/bohr
* energy relative to the best compared isomer or geometry (same formula, charge and spin): 157.2 kJ/mol
* <S²>: 2.049
* E_tot: -147413.13880 eV
* multiplicity: 3
* highest occupied orbital energy (alpha / beta): -5.643 / -7.256 eV

---

[3]
The following is a DFT calculation (ωB97M-V with the def2-TZVPD basis set) of a molecular structure, C47H40BiN3P2Si.

Structure (XYZ):
```
94
Properties=species:S:1:pos:R:3:lowdin_charge:R:1
Bi -0.162 0.149 -0.121 1.343
C -2.132 -2.858 -1.580 -0.202
Si -2.389 -1.252 -0.672 0.481
C -3.182 -1.572 1.000 -0.297
C -4.159 -2.566 1.130 -0.077
C -4.850 -2.737 2.321 -0.038
C -4.590 -1.910 3.410 -0.039
C -3.623 -0.924 3.311 -0.077
C -2.910 -0.773 2.119 -0.382
P -1.684 0.548 2.018 0.914
C -2.599 2.081 2.279 -0.367
C -2.336 2.955 3.331 -0.066
C -3.131 4.086 3.493 -0.051
C -4.174 4.339 2.612 -0.049
C -4.439 3.462 1.564 -0.052
C -3.654 2.334 1.396 -0.097
C -0.431 0.329 3.293 -0.391
C 0.614 1.259 3.326 -0.128
C 1.642 1.114 4.244 -0.055
C 1.641 0.031 5.118 -0.048
C 0.618 -0.907 5.070 -0.049
C -0.420 -0.764 4.156 -0.064
C -3.526 -0.126 -1.676 -0.309
C -4.838 -0.533 -1.936 -0.072
C -5.682 0.239 -2.722 -0.039
C -5.231 1.433 -3.279 -0.040
C -3.932 1.857 -3.045 -0.057
C -3.092 1.083 -2.242 -0.397
P -1.389 1.603 -1.969 0.889
C -1.261 3.395 -1.895 -0.367
C -1.252 4.023 -0.649 -0.104
C -1.201 5.408 -0.569 -0.055
C -1.152 6.164 -1.734 -0.046
C -1.152 5.541 -2.977 -0.048
C -1.202 4.157 -3.064 -0.081
C -0.413 1.022 -3.370 -0.398
C 0.921 1.433 -3.486 -0.098
C 1.708 0.933 -4.510 -0.052
C 1.172 0.021 -5.416 -0.048
C -0.146 -0.397 -5.295 -0.052
C -0.941 0.095 -4.267 -0.073
H -3.046 -3.116 -2.134 0.046
H -1.914 -3.674 -0.881 0.040
H -1.313 -2.799 -2.306 0.036
H -4.393 -3.213 0.287 0.110
H -5.604 -3.514 2.401 0.122
H -5.141 -2.037 4.335 0.122
H -3.432 -0.267 4.154 0.123
H -1.534 2.755 4.030 0.105
H -2.938 4.764 4.317 0.118
H -4.793 5.220 2.748 0.119
H -5.262 3.656 0.884 0.118
H -3.870 1.639 0.586 0.100
H 0.628 2.095 2.633 0.098
H 2.448 1.839 4.273 0.116
H 2.447 -0.086 5.836 0.119
H 0.629 -1.758 5.741 0.118
H -1.202 -1.512 4.109 0.104
H -5.219 -1.458 -1.503 0.110
H -6.702 -0.088 -2.898 0.121
H -5.892 2.031 -3.895 0.120
H -3.583 2.794 -3.465 0.109
H -1.289 3.432 0.261 0.076
H -1.196 5.895 0.400 0.115
H -1.109 7.247 -1.674 0.119
H -1.109 6.135 -3.884 0.120
H -1.188 3.676 -4.036 0.118
H 1.339 2.148 -2.783 0.104
H 2.738 1.257 -4.609 0.118
H 1.787 -0.363 -6.223 0.119
H -0.560 -1.105 -6.005 0.118
H -1.976 -0.222 -4.181 0.109
N 4.022 -0.609 0.947 0.130
C 3.741 0.748 0.818 -0.302
C 4.734 1.656 1.223 -0.002
C 4.491 3.001 1.103 -0.049
C 3.268 3.435 0.586 -0.060
C 2.360 2.470 0.224 -0.200
N 2.575 1.144 0.334 0.015
C 3.305 -1.771 0.670 -0.290
C 4.046 -2.967 0.656 -0.002
C 3.404 -4.159 0.445 -0.044
C 2.024 -4.160 0.239 -0.058
C 1.385 -2.948 0.264 -0.170
N 1.989 -1.755 0.474 0.021
H 4.966 -0.792 1.220 0.130
H 5.677 1.295 1.622 0.121
H 5.246 3.717 1.404 0.121
H 3.041 4.487 0.470 0.110
H 1.390 2.761 -0.182 0.059
H 5.119 -2.938 0.807 0.121
H 3.968 -5.085 0.428 0.123
H 1.472 -5.075 0.066 0.113
H 0.305 -2.909 0.111 0.064
```

* strongest force on any atom: 0.00723 Eh/bohr
* energy relative to the best compared isomer or geometry (same formula, charge and spin): 0.0 kJ/mol
* charge: +2
* E_tot: -86143.11777 eV
* highest occupied orbital energy: -12.680 eV